Entry from the OMol25 dataset: a cluster of 17 separate species, C84H219N17O25 in total at a distorted geometry (ωB97M-V with the def2-TZVPD basis set).

Cartesian coordinates (Å):
C -4.913 -0.103 -0.526
C -5.602 0.625 0.702
C -4.652 1.575 1.476
O -3.475 0.902 1.834
C -3.611 -0.001 2.971
N -6.709 1.236 0.059
H -4.623 0.588 -1.318
H -5.478 -0.950 -0.915
H -3.990 -0.601 -0.228
H -6.039 -0.060 1.427
H -5.122 1.969 2.377
H -4.360 2.494 0.967
H -2.592 -0.272 3.248
H -4.140 -0.890 2.627
H -4.150 0.441 3.809
H -7.097 0.519 -0.538
H -6.310 1.936 -0.550
C 2.477 0.321 5.763
C 2.664 1.658 5.065
C 3.924 2.380 5.633
O 5.143 1.629 5.360
C 6.302 2.323 5.714
N 2.710 1.523 3.647
H 3.241 -0.423 5.540
H 1.506 -0.077 5.468
H 2.495 0.491 6.840
H 1.837 2.319 5.325
H 3.943 2.554 6.709
H 3.958 3.290 5.035
H 6.233 2.642 6.754
H 6.413 3.239 5.134
H 7.160 1.655 5.647
H 1.906 1.038 3.275
H 3.494 0.908 3.481
C -0.118 -2.347 5.378
C -1.406 -3.079 4.961
C -2.628 -2.508 5.747
O -3.892 -3.200 5.348
C -4.956 -2.715 6.139
N -1.594 -2.899 3.492
H 0.819 -2.753 4.996
H 0.011 -2.256 6.456
H -0.122 -1.336 4.971
H -1.355 -4.157 5.113
H -2.783 -1.437 5.621
H -2.532 -2.596 6.830
H -4.795 -3.011 7.175
H -5.827 -3.339 5.942
H -5.232 -1.666 6.033
H -1.068 -3.647 3.063
H -2.591 -2.942 3.331
C 2.214 -5.930 -5.510
C 0.813 -5.880 -5.007
C 0.451 -4.462 -4.414
O 1.078 -4.272 -3.130
C 0.876 -3.026 -2.492
N -0.110 -6.236 -6.085
H 2.294 -5.414 -6.467
H 2.457 -6.980 -5.676
H 2.955 -5.599 -4.782
H 0.702 -6.675 -4.270
H -0.627 -4.392 -4.266
H 0.756 -3.644 -5.066
H 1.448 -2.236 -2.979
H 1.422 -3.123 -1.553
H -0.172 -2.736 -2.425
H 0.225 -7.068 -6.550
H -1.008 -6.352 -5.638
C -4.175 0.504 8.284
C -3.582 -0.708 9.034
C -2.106 -0.646 9.449
O -1.420 -0.489 8.190
C -0.018 -0.280 8.419
N -4.416 -0.998 10.217
H -4.180 1.343 8.980
H -5.229 0.341 8.062
H -3.686 0.757 7.343
H -3.668 -1.560 8.360
H -1.838 -1.555 9.989
H -1.908 0.189 10.120
H 0.210 0.673 8.896
H 0.412 -0.220 7.419
H 0.469 -1.034 9.037
H -4.436 -1.999 10.351
H -5.360 -0.733 9.973
C 4.100 4.958 2.153
C 2.725 4.677 1.556
C 2.801 3.555 0.489
O 3.589 3.858 -0.707
C 2.820 4.413 -1.768
N 1.773 4.346 2.605
H 3.985 5.442 3.123
H 4.678 5.664 1.557
H 4.687 4.055 2.323
H 2.297 5.578 1.119
H 1.806 3.237 0.176
H 3.233 2.607 0.812
H 2.146 3.758 -2.321
H 3.486 4.664 -2.594
H 2.345 5.352 -1.486
H 0.873 4.169 2.184
H 2.016 3.486 3.075
C 1.740 -0.921 1.434
C 0.621 0.136 1.468
C -0.402 -0.033 0.269
O 0.223 -0.071 -1.033
C 1.207 0.988 -1.374
N 0.054 0.045 2.795
H 1.293 -1.913 1.486
H 2.455 -0.829 2.252
H 2.316 -0.892 0.509
H 1.152 1.082 1.357
H -1.144 0.760 0.178
H -0.979 -0.925 0.514
H 0.760 1.972 -1.515
H 1.515 0.670 -2.370
H 2.046 0.987 -0.678
H -0.670 0.741 2.908
H -0.387 -0.855 2.926
C -0.426 -0.603 -5.223
C -1.096 0.584 -4.479
C -2.144 1.369 -5.311
O -2.306 2.610 -4.599
C -3.314 3.474 -5.155
N -1.609 0.169 -3.219
H 0.242 -1.219 -4.621
H 0.243 -0.249 -6.007
H -1.156 -1.271 -5.679
H -0.234 1.206 -4.237
H -3.116 0.879 -5.256
H -1.808 1.484 -6.342
H -2.997 3.828 -6.136
H -3.336 4.266 -4.407
H -4.330 3.082 -5.191
H -1.955 1.022 -2.802
H -0.952 -0.199 -2.546
C 3.639 -1.858 -5.645
C 3.577 -0.376 -5.198
C 4.522 -0.109 -4.021
O 4.081 -0.853 -2.854
C 4.894 -0.753 -1.719
N 3.940 0.416 -6.355
H 4.676 -2.161 -5.794
H 3.118 -2.111 -6.569
H 3.110 -2.495 -4.936
H 2.517 -0.188 -5.028
H 4.525 0.961 -3.812
H 5.533 -0.426 -4.276
H 4.867 -1.526 -0.951
H 4.647 0.222 -1.299
H 5.923 -0.758 -2.081
H 3.843 1.355 -5.997
H 3.280 0.278 -7.107
C -0.845 7.800 0.143
O -1.657 6.632 0.232
C -1.060 5.483 -0.364
C -1.653 4.221 0.288
N -0.983 3.722 1.495
C -1.424 4.575 2.635
C -1.109 3.936 4.064
O -1.846 2.672 4.161
C -1.898 2.092 5.437
H 0.089 7.504 0.619
H -1.306 8.655 0.639
H -0.655 8.023 -0.906
H 0.029 5.463 -0.312
H -1.414 5.540 -1.394
H -1.690 3.405 -0.433
H -2.721 4.420 0.384
H -1.371 2.819 1.729
H -2.500 4.751 2.626
H -0.985 5.572 2.601
H -1.412 4.664 4.816
H -0.078 3.656 4.281
H -0.957 2.165 5.981
H -2.186 1.041 5.445
H -2.606 2.596 6.096
C -7.923 -5.184 4.626
O -6.971 -6.173 4.297
C -6.551 -6.256 2.931
C -5.685 -5.038 2.522
N -4.890 -5.207 1.249
C -4.037 -4.029 0.994
C -3.133 -4.103 -0.231
O -2.302 -5.238 -0.027
C -1.421 -5.421 -1.145
H -8.221 -5.295 5.669
H -8.791 -5.303 3.978
H -7.513 -4.185 4.479
H -7.437 -6.282 2.296
H -5.956 -7.164 2.839
H -4.900 -5.009 3.277
H -6.154 -4.055 2.575
H -4.359 -6.065 1.291
H -3.371 -3.862 1.841
H -4.681 -3.166 0.823
H -2.436 -3.267 -0.304
H -3.707 -4.124 -1.157
H -1.103 -6.462 -1.081
H -0.626 -4.707 -0.933
H -1.845 -5.206 -2.126
C 9.945 4.269 3.213
O 9.163 4.579 2.078
C 8.456 5.824 2.133
C 7.565 6.025 0.903
N 8.331 6.002 -0.345
C 7.439 6.269 -1.459
C 6.476 5.132 -1.959
O 7.199 4.256 -2.753
C 6.462 3.114 -3.232
H 9.230 4.264 4.036
H 10.746 4.980 3.415
H 10.461 3.313 3.122
H 9.059 6.679 2.439
H 7.792 5.761 2.995
H 7.007 6.958 0.993
H 6.755 5.303 1.008
H 8.755 5.089 -0.419
H 7.988 6.760 -2.263
H 6.804 7.115 -1.199
H 5.705 5.488 -2.643
H 6.049 4.730 -1.041
H 6.981 2.753 -4.120
H 5.463 3.397 -3.563
H 6.253 2.234 -2.623
C -9.328 4.645 -8.351
O -8.581 3.903 -7.412
C -9.021 4.063 -6.023
C -8.012 3.246 -5.217
N -8.140 3.400 -3.714
C -7.665 4.714 -3.254
C -7.176 4.722 -1.779
O -6.303 3.677 -1.351
C -4.968 3.573 -2.025
H -9.012 4.331 -9.346
H -9.301 5.709 -8.112
H -10.357 4.313 -8.214
H -10.007 3.622 -5.874
H -9.070 5.118 -5.752
H -6.984 3.464 -5.505
H -8.079 2.182 -5.445
H -7.628 2.672 -3.236
H -8.395 5.502 -3.436
H -6.803 4.961 -3.875
H -8.075 4.781 -1.165
H -6.619 5.615 -1.498
H -4.286 2.788 -1.695
H -4.366 4.481 -2.005
H -5.250 3.296 -3.041
C 6.817 2.356 0.208
O 7.082 1.230 1.030
C 6.126 0.982 2.036
C 6.456 -0.306 2.730
N 5.467 -0.671 3.798
C 5.755 -1.955 4.442
C 5.417 -3.109 3.505
O 6.468 -3.271 2.497
C 6.333 -4.443 1.625
H 6.140 2.064 -0.595
H 7.695 2.743 -0.309
H 6.426 3.204 0.770
H 5.106 0.969 1.651
H 6.131 1.697 2.859
H 7.467 -0.245 3.132
H 6.429 -1.127 2.014
H 5.402 0.096 4.451
H 5.208 -2.055 5.380
H 6.823 -2.010 4.656
H 4.458 -2.943 3.014
H 5.412 -4.106 3.945
H 5.343 -4.463 1.171
H 6.428 -5.255 2.346
H 7.112 -4.504 0.864
C -2.872 -8.634 1.439
O -2.990 -7.195 1.795
C -2.257 -6.836 2.969
C -0.760 -6.580 2.758
N -0.498 -5.364 2.035
C 0.887 -5.261 1.556
C 1.843 -4.921 2.709
O 2.135 -6.029 3.526
C 2.825 -5.769 4.764
H -3.352 -8.779 0.471
H -3.478 -9.304 2.048
H -1.879 -9.073 1.343
H -2.376 -7.612 3.725
H -2.868 -6.013 3.340
H -0.300 -7.447 2.285
H -0.351 -6.442 3.759
H -1.077 -5.481 1.216
H 0.907 -4.348 0.960
H 1.249 -6.055 0.903
H 1.434 -4.078 3.266
H 2.760 -4.449 2.355
H 3.355 -6.667 5.083
H 2.160 -5.490 5.581
H 3.604 -5.010 4.709
C 6.491 6.137 -5.379
O 5.138 5.792 -5.689
C 5.109 4.565 -6.416
C 3.638 4.236 -6.702
N 3.078 3.647 -5.489
C 1.704 3.183 -5.645
C 0.667 4.287 -5.847
O 0.714 5.255 -4.839
C -0.322 6.222 -4.880
H 7.007 5.334 -4.852
H 6.528 6.972 -4.679
H 7.059 6.428 -6.262
H 5.672 3.809 -5.869
H 5.614 4.652 -7.378
H 3.577 3.504 -7.508
H 3.040 5.111 -6.954
H 2.959 4.393 -4.819
H 1.387 2.664 -4.740
H 1.568 2.501 -6.485
H -0.312 3.820 -5.744
H 0.694 4.690 -6.860
H -0.011 6.977 -4.157
H -1.313 5.893 -4.568
H -0.414 6.825 -5.783
C -1.457 -8.940 -4.164
O -2.146 -7.744 -4.461
C -3.298 -7.458 -3.779
C -3.855 -6.098 -4.146
N -4.237 -5.992 -5.487
C -4.399 -4.587 -5.918
C -5.353 -3.731 -5.007
O -4.914 -3.249 -3.736
C -3.773 -2.371 -3.729
H -2.020 -9.827 -4.455
H -1.200 -9.038 -3.109
H -0.505 -8.987 -4.692
H -3.080 -7.586 -2.718
H -4.030 -8.164 -4.171
H -3.114 -5.354 -3.855
H -4.803 -5.928 -3.635
H -3.456 -6.430 -5.955
H -4.849 -4.580 -6.911
H -3.452 -4.062 -6.038
H -6.187 -4.387 -4.756
H -5.812 -2.911 -5.560
H -3.928 -1.424 -4.246
H -2.895 -2.848 -4.165
H -3.387 -2.278 -2.713

HOMO   -8.04 eV
Kohn-Sham gap   8.5 eV
Energy above the lowest of the compared OMol25 structures with the same formula, charge and spin   252.2 kJ/mol
Net charge   0
Total energy   -167159.138 eV
E_LUMO   0.5 eV
Molecular weight   1867.77 g mol⁻¹

Here are the Mulliken charges for atoms 1 to 5, given in e: C -0.85; C 0.72; C -0.90; O 0.35; C -0.06